Entry 1:
Density functional theory data (ωB97M-V with the def2-TZVPD basis set) for the molecule C3H4N2O2 at a distorted geometry.

Geometry as ORCA input:
```
! wB97M-V def2-TZVPD RIJCOSX def2/J DEFGRID3
* xyz 0 1
C 2.1542 -0.5043 -0.3172
C 0.3365 0.7686 0.3065
O 1.7220 0.6587 0.1923
C -1.8236 -0.1943 0.0047
H -2.0324 0.8039 0.4472
H 3.2618 -0.4700 -0.3566
H -2.3588 -0.2291 -0.9500
N 1.3090 -1.4069 -0.6561
N -0.3133 -0.3061 -0.1343
H -2.2614 -0.9325 0.6837
O -0.0038 1.8281 0.7842
*
```

HOMO-LUMO gap (alpha / beta) (eV): 8.104 / 8.105
Highest occupied orbital energy (alpha / beta) (eV): -9.94 / -9.94
LUMO level (alpha / beta) (eV): -1.837 / -1.836

Entry 2:
Density functional theory data (ωB97M-V with the def2-TZVPD basis set) for a cluster of 2 separate species, CH8NP2 in total at a distorted geometry.

Geometry as ORCA input:
```
! wB97M-V def2-TZVPD RIJCOSX def2/J DEFGRID3
* xyz 1 1
N -0.9704 -0.9606 -0.3449
H -0.9740 -0.8604 -1.3361
H -1.7982 -0.6561 0.1141
C -0.0084 0.0036 0.1173
H -0.6489 -1.9674 -0.0162
P 1.6278 -0.2388 -0.8335
H -1.5052 1.3277 1.8373
H 1.5966 1.1165 -1.3001
H -0.9414 -0.6453 2.0393
H -0.9402 1.5356 -0.4012
H 2.4921 0.0590 0.2084
P -0.2862 0.5662 1.9777
*
```

HOMO-LUMO gap (eV): 8.882
Highest occupied orbital energy (eV): -14.07
LUMO level (eV): -5.184

Entry 3:
Density functional theory data (ωB97M-V with the def2-TZVPD basis set) for a structure of composition C3H5O4Ru at a distorted geometry.

Geometry as ORCA input:
```
! wB97M-V def2-TZVPD RIJCOSX def2/J DEFGRID3
* xyz 2 6
Ru 0.3297 -1.0450 -1.7954
H 0.6150 1.0399 1.9798
O -1.0742 -0.9051 0.5400
H -2.4596 0.9390 -0.8775
O -1.9198 -1.8076 -1.2458
C 0.5463 0.5515 1.0001
O 1.7892 -0.3237 -0.8664
C -1.9219 -0.8799 -0.4089
H 0.0973 1.3993 0.4593
H 1.3095 -0.4617 1.5303
C 1.8260 0.2191 0.3070
H 2.6241 0.9643 0.4709
O -1.7616 0.3097 -1.0934
*
```

HOMO-LUMO gap (alpha / beta) (eV): 8.457 / 6.343
Highest occupied orbital energy (alpha / beta) (eV): -19.63 / -19.59
LUMO level (alpha / beta) (eV): -11.171 / -13.246

Entry 4:
Density functional theory data (ωB97M-V with the def2-TZVPD basis set) for a cluster of 4 separate species, C24H47BrNO10 in total.

Geometry as ORCA input:
```
! wB97M-V def2-TZVPD RIJCOSX def2/J DEFGRID3
* xyz 1 1
H -1.3512 0.9020 -1.8197
H 4.0314 -1.1335 8.3305
H -3.0791 -0.3284 -2.3869
H -5.3513 -5.0044 -3.8401
C -0.1280 -0.4065 -0.6585
C 4.0592 2.7139 3.4483
H 2.2987 -1.3904 6.5691
H -0.1206 -0.9411 2.2106
C 0.5510 0.2653 0.5358
H 0.7372 -3.1969 0.7516
O 4.8613 0.6189 4.8498
H -6.1545 0.1323 0.9999
O -3.9100 -4.5458 -5.2697
H -2.9528 -1.0416 -7.6242
H 4.6961 3.2856 4.1202
O -5.2863 -2.7643 -5.1532
C 4.4128 4.8908 -1.8863
O -2.1700 -4.0185 0.7964
C -4.7490 -2.2181 -7.7344
H -1.2438 0.3661 1.8078
H -3.9766 -4.0402 -3.2633
H -1.6498 -2.0137 0.8322
H 3.5187 5.7616 -0.1185
C 3.7839 -0.2911 7.6846
H 4.6932 0.2791 7.5010
O 7.0687 6.0631 1.1301
C 7.8113 7.2814 1.2715
C -1.5045 0.1839 -1.0090
H 8.6168 7.0504 1.9608
C -4.7665 -1.5608 1.4126
H -4.8808 0.4764 -1.2566
H 1.0129 -4.8930 0.3752
H -4.2056 -0.8594 2.0427
O 2.7373 0.2821 5.5501
H -4.1467 -0.6663 -6.3655
C 3.6958 0.9101 4.8709
H 3.9096 -1.4017 5.8319
H -3.7468 -5.7610 -3.6657
H 3.6769 3.9999 -0.0663
C -4.0172 -0.9349 -7.4135
H 0.2754 0.7106 2.6430
H 5.0837 4.0691 -2.1385
H 0.5212 -0.2701 -1.5293
C -1.0231 -4.2662 -0.0179
C 4.1556 4.9217 -0.3956
C -4.2769 -4.8489 -3.9245
N -3.6750 -1.0536 -0.5773
H -5.8088 -2.1501 -7.4931
C -2.4712 -2.6936 1.0823
H 0.6840 1.3272 0.2995
C -0.1835 0.0979 1.8642
O 3.1337 1.9140 4.1946
C 3.1939 -0.7984 6.3890
C -4.5358 -3.4794 -5.7713
H 1.5506 -0.1663 0.6444
H -4.4102 -0.1245 -8.0270
H -2.1659 -1.7366 -1.8705
H 3.4548 3.3921 2.8530
H -1.0215 -3.5717 -0.8699
H 7.1794 8.0703 1.6727
H -1.9135 0.7691 -0.1788
H 4.6759 2.0942 2.8014
H -2.6404 -2.6124 2.1607
C 5.9476 6.1788 0.4280
H -1.1770 -5.2702 -0.4132
O 5.3727 4.9742 0.3629
Br -4.6677 -3.6078 -0.5879
H -6.4947 -1.3332 0.0757
C -3.7720 -2.1743 0.4310
H 4.8629 5.8240 -2.2203
H 0.0896 -4.4560 1.8158
C -4.7446 -0.3394 -0.5517
H 3.4737 4.7513 -2.4230
H -4.6449 -2.4768 -8.7853
H 3.0684 0.3456 8.2054
H -5.2482 -2.3097 2.0364
C -5.6920 -0.7285 0.5154
H -0.1902 -1.4876 -0.5119
O 5.5144 7.1913 -0.0550
C -2.5781 -0.7842 -1.5305
C 0.2812 -4.1883 0.7748
H 8.2145 7.5909 0.3092
O -4.1799 -3.3455 -7.0391
*
```

HOMO-LUMO gap (eV): 8.123
Highest occupied orbital energy (eV): -12.24
LUMO level (eV): -4.113

Entry 5:
Density functional theory data (ωB97M-V with the def2-TZVPD basis set) for a structure of composition C48H99NO21S6Si2 at a distorted geometry.

Geometry as ORCA input:
```
! wB97M-V def2-TZVPD RIJCOSX def2/J DEFGRID3
* xyz 0 1
C 10.1456 -1.3643 0.5580
S 1.3529 2.3350 -2.2835
O 7.9876 -1.4034 -1.0039
H -0.3990 -3.1443 4.3314
C -2.3114 -0.2790 4.4550
H -3.6714 4.9930 -10.1499
C -9.8636 -3.2706 -0.9423
C 0.1344 3.0553 2.2299
O -2.6692 2.4353 -6.4808
C -2.9442 4.4672 -8.1714
C -4.8674 -2.5893 3.7757
Si 2.1609 1.0438 5.6069
H 2.9943 -5.1276 2.6589
C -3.1824 2.8663 -10.0080
H 1.1751 2.3481 7.5117
H -1.7411 -1.1918 4.3027
H -5.5144 1.5470 1.3198
H 1.4265 -6.5263 3.9747
H -2.8601 -3.2293 3.4139
C -1.5578 0.8768 3.8001
C 4.6682 1.1060 2.2495
H 0.5784 -4.5970 2.8008
C -1.3659 -1.6531 -13.6434
O 0.6878 1.6999 -1.1646
O -0.6215 3.4106 -7.5487
H 2.6943 -1.5546 4.7985
C -8.3188 -1.7294 0.2210
H -3.5152 -3.8239 4.9435
H 0.1488 -5.8023 4.9592
S -2.0153 3.0428 -7.6134
H 6.4810 -2.4189 8.2093
H -2.7171 1.1009 -8.7775
O 1.3666 -0.3717 5.8519
H -2.9866 2.6252 -11.0512
C 2.1320 -1.5793 5.7404
C 1.1098 4.1478 1.7822
C -6.1263 4.6522 2.6556
H 10.1377 -1.0186 1.5898
H 11.2700 1.1458 0.0189
H -0.2745 4.2935 -4.8254
C 9.9091 0.3741 -1.4639
H -6.7526 5.5713 0.7898
H 1.5287 0.4394 0.9977
H 1.4499 3.9459 -4.7350
H 5.7509 -0.0759 4.7146
H -4.0268 -4.5621 3.4069
H 2.6625 -3.4249 2.3633
H 2.8667 -1.6235 6.5482
N -3.6469 -0.3957 3.8719
O -0.3439 0.4238 3.1942
H 3.3466 -3.9599 3.9270
H 1.8570 -5.5857 5.3849
H -0.4059 -1.7654 6.7028
C 6.3804 -2.6808 7.1640
C 1.2418 -2.8216 5.7393
C -6.0646 3.5143 0.4925
O -8.5379 -5.4475 -0.1728
C 5.8759 -3.8468 6.7882
H -3.6103 -1.4148 -11.1227
C 0.4678 3.6466 -4.3629
O 7.4817 -0.6966 6.5593
H -3.2397 -1.5181 -14.7466
C 11.2678 0.3926 -0.7714
H -3.9538 4.3728 -7.7724
H 0.6476 5.1328 1.8727
H 2.3742 -0.3281 2.3142
H 5.9681 -2.1688 2.5170
H -0.5141 3.4804 3.0068
H 0.5175 -2.8266 7.7952
C -5.9805 4.8968 1.1566
H -0.9897 -2.4392 -14.2956
H 1.8783 -3.6436 6.0777
C 2.1709 2.0087 7.2168
H 12.2951 -1.0397 0.5235
H 2.8315 2.8754 7.1284
C -2.9245 4.3466 -9.6926
H 0.9062 4.6508 -2.4373
O 4.0897 1.2793 8.3268
C 3.3808 1.4294 1.4881
H 6.3156 -0.0475 1.4699
H -1.9451 4.6431 -10.0738
H -4.1254 2.5815 0.9079
H 4.1978 1.8792 9.0790
H -2.1894 1.3430 3.0390
O -7.5712 -4.0464 -2.0032
H -2.4686 5.3656 -7.7848
H -5.0099 5.3515 0.9486
H -4.0658 0.5229 3.8621
H -2.6647 -3.0285 -12.5972
O 8.2712 0.4951 0.5947
H -9.9242 -2.9335 -1.9750
C 6.8710 -1.6637 6.2145
H 9.9289 -0.2172 -2.3789
C 5.4404 -1.3025 2.9310
H -10.2130 -2.4063 1.0088
H -7.1483 4.3864 2.9240
H -5.8039 -3.0051 4.1665
C 0.2119 2.1698 -4.6879
H 3.5833 1.1879 0.4392
C -9.7990 -2.0998 0.0465
H 9.4929 1.3588 -1.6623
S -8.3031 -4.1561 -0.7660
H 4.4698 -1.6725 3.2774
H -0.5801 3.6629 -2.4502
C -4.5412 -1.3056 4.5711
H 4.5325 1.1619 3.3320
O -5.7791 2.3033 3.8513
C -1.9714 -2.2223 -12.3522
H 5.7504 -4.1044 5.7446
H 12.0651 0.6383 -1.4710
H 5.5678 -4.5802 7.5231
O -5.0883 -2.2479 2.4045
C 0.6912 -3.1208 4.3303
H -0.8355 1.9325 -4.4992
C 1.1502 -5.6415 4.5540
C 6.2713 -0.8054 4.0943
H -10.3885 -1.2564 -0.3101
H 9.9129 -2.4253 0.5224
C -2.2731 2.0444 -9.0871
H 4.7290 -0.6497 1.0015
Si 0.8709 1.5179 2.9868
H -2.3713 -0.0931 5.5386
C -7.5805 -3.0441 0.4351
H 11.6444 -1.7274 -0.9584
C -2.7270 -1.0806 -11.6610
C 5.3062 -0.2436 1.8356
C 0.4326 3.7595 -2.8405
H -7.9482 -1.2387 -0.6818
H 2.0996 1.1663 -4.1874
H -7.7748 -3.4551 1.4246
C 2.1094 0.6547 1.9033
O -4.6922 -0.0094 -13.1072
H -4.0789 -1.6217 5.5147
H -1.2935 1.8710 -9.5301
O -2.5883 1.2990 -12.8125
H -0.5334 -0.9883 -13.4041
H 3.2223 2.5090 1.5072
C -3.7592 -3.6237 3.8990
H 5.3778 1.9003 1.9988
H 3.5528 0.7070 5.2552
H -5.7735 5.4692 3.2801
O 1.4802 4.0166 0.4123
S 8.8399 -0.4765 -0.3070
H -0.5276 2.7900 1.3996
C 0.1189 -2.7154 6.7840
H -2.1411 -0.1463 -15.0599
S -3.2603 0.0304 -12.9750
C 1.1140 1.3404 -3.7604
H -10.6728 -3.9650 -0.7323
H -1.3302 1.6393 4.5539
S -5.1038 3.2150 2.9598
H 2.0161 4.1565 2.4006
H -7.0936 3.1521 0.5352
H -4.2285 2.6281 -9.8029
O 1.4552 1.9961 4.4754
H -1.2077 -2.6352 -11.6957
H -4.6091 -2.8889 1.8705
H 1.5759 3.0709 0.2289
H -6.5109 -2.9795 0.2639
C 1.2235 -4.4001 3.6659
O -3.7622 3.6519 3.2536
C -5.1479 2.5700 1.2807
H -5.4862 -0.8055 4.7951
H -0.5849 -3.5385 6.6321
H -2.0818 -0.5086 -10.9967
C 2.6415 -4.2043 3.1270
H 0.4160 1.9454 -5.7301
H 0.9590 -2.2826 3.6771
O 2.6613 1.1511 8.2675
H 7.2034 -0.3654 3.7324
C -2.4828 -0.8627 -14.3169
C 11.4508 -1.0055 -0.1630
O 6.6012 -1.9473 4.9327
O 2.7482 2.6781 -2.1800
H 0.6661 0.3948 -3.4656
H -5.7730 3.5512 -0.5557
H -8.1624 -1.0538 1.0605
*
```

HOMO-LUMO gap (eV): 8.587
Highest occupied orbital energy (eV): -8.31
LUMO level (eV): 0.280